C39H28F2IrN7O2S as an isolated structure, computed with the ωB97M-V functional and the def2-TZVPD basis.

```
! wB97M-V def2-TZVPD RIJCOSX def2/J DEFGRID3
* xyz 0 5
Ir -0.87843 0.25215 0.72229
N 3.58613 -0.53588 1.65438
C 2.22130 -0.51791 1.67081
S 1.49449 -1.43932 0.09437
N 1.55389 -0.06055 2.64659
N 0.17713 -0.01203 2.52182
C -0.53790 0.15532 3.64000
C 0.07834 0.22165 4.98411
C 0.90780 -0.79377 5.45639
C 1.47727 -0.70741 6.71728
C 1.23338 0.39756 7.52585
C 0.41298 1.41535 7.06292
C -0.15729 1.32504 5.79951
C -1.93687 0.24726 3.44637
C -2.89598 0.29494 4.49164
C -4.22664 0.32759 4.20457
C -4.66731 0.30630 2.86034
C -3.72022 0.25168 1.87899
N -2.39579 0.22474 2.13854
H 4.02208 -1.12907 0.97049
H 4.06314 -0.40972 2.53342
H 1.10198 -1.65563 4.82934
H 2.11530 -1.50673 7.07207
H 1.68276 0.46498 8.50831
H 0.22028 2.28362 7.68048
H -0.79194 2.12596 5.43427
H -2.55199 0.28159 5.51652
H -4.94557 0.35210 5.01376
H -5.71418 0.31980 2.59618
H -3.98685 0.22347 0.83163
F -3.51561 -0.58964 -3.93382
C -3.19301 0.27317 -2.94689
C -2.41951 -0.17415 -1.89403
C -2.10064 0.69962 -0.85811
C -2.59623 2.01706 -0.89772
C -3.34292 2.41131 -1.99847
F -3.78721 3.68742 -2.08838
C -3.66313 1.56723 -3.04155
C -2.25529 2.91681 0.22874
C -3.01454 4.01378 0.63428
C -2.63829 4.71297 1.76436
C -1.51066 4.32414 2.47340
C -0.81144 3.22434 2.02121
N -1.17405 2.54500 0.93293
H -2.08529 -1.20477 -1.88930
H -4.24641 1.90571 -3.88465
H -3.89378 4.29419 0.07701
H -3.23182 5.55448 2.09887
H -1.18365 4.84991 3.35963
H 0.07244 2.85774 2.53160
O 0.68042 1.75366 -1.83718
C 1.01746 0.61702 -1.61309
N 1.89208 -0.07321 -2.44835
C 1.74931 -1.47128 -2.86493
C 1.08201 -2.27645 -1.72376
O 0.60482 -3.35054 -1.79414
N 0.65224 -0.03630 -0.42898
C 3.14418 -2.11844 -2.99662
C 4.29671 -1.44294 -2.61971
C 5.54026 -2.05087 -2.77045
C 5.63245 -3.33469 -3.28375
C 4.47547 -4.01503 -3.64814
C 3.23820 -3.40936 -3.50750
C 1.00249 -1.54941 -4.20645
C 1.57173 -0.85406 -5.27382
C 0.97923 -0.85443 -6.52316
C -0.19790 -1.56447 -6.73516
C -0.76211 -2.26767 -5.68700
C -0.16664 -2.26446 -4.42825
H 2.11269 0.53610 -3.22673
H 4.22212 -0.45103 -2.19651
H 6.43548 -1.51565 -2.47997
H 6.59982 -3.80672 -3.39903
H 4.53814 -5.01959 -4.04642
H 2.33868 -3.93973 -3.79993
H 2.50957 -0.32234 -5.14430
H 1.43940 -0.30474 -7.33421
H -0.66747 -1.56380 -7.71027
H -1.68315 -2.81647 -5.83415
H -0.62790 -2.82248 -3.63039
*
```

Results
- lowest unoccupied orbital energy (spin up / spin down) (eV) = 0.5 / -1.4
- HOMO level (spin up / spin down) (eV) = -5.556 / -7.863
- ΔE to the lowest compared entry with this formula, charge and spin (kJ/mol) = 274.5
- expectation value of S² = 6.04